1.
{"formula": "C61H46NO4P3ReSi", "method": "ωB97M-V with the def2-TZVPD basis set", "species": ["Re", "C", "C", "C", "C", "C", "C", "P", "C", "C", "C", "C", "C", "C", "C", "C", "C", "C", "C", "C", "Si", "C", "C", "C", "C", "C", "C", "P", "C", "C", "C", "C", "C", "C", "C", "C", "C", "C", "C", "C", "C", "C", "C", "C", "C", "C", "P", "C", "C", "C", "C", "C", "C", "C", "C", "C", "C", "C", "C", "H", "H", "H", "H", "H", "H", "H", "H", "H", "H", "H", "H", "H", "H", "H", "H", "H", "H", "H", "H", "H", "H", "H", "H", "H", "H", "H", "H", "H", "H", "H", "H", "H", "H", "H", "H", "H", "H", "H", "H", "H", "H", "O", "C", "O", "C", "C", "C", "C", "C", "N", "C", "O", "O", "H", "H", "H", "H"], "positions_angstrom": [[-0.1675, 1.0537, -0.0132], [2.3927, 4.1150, -5.7057], [3.1416, 3.9112, -4.5601], [2.6572, 3.1204, -3.5282], [1.4132, 2.5019, -3.6363], [0.6517, 2.7487, -4.7833], [1.1350, 3.5424, -5.8044], [0.6692, 1.2779, -2.4603], [-1.0365, 2.1315, -2.5314], [-2.0705, 1.7750, -3.3887], [-3.1462, 2.6357, -3.5427], [-3.2386, 3.7908, -2.7818], [-2.2391, 4.1179, -1.8798], [-1.1261, 3.3047, -1.7700], [0.4973, -0.2714, -3.4092], [0.8494, -0.3623, -4.7538], [0.8362, -1.5901, -5.4005], [0.5364, -2.7416, -4.6910], [0.1900, -2.6553, -3.3515], [0.1360, -1.4278, -2.7000], [-0.3864, -1.2631, -0.8590], [0.5026, -2.7204, 0.0575], [-0.2316, -3.8225, 0.4892], [0.3517, -4.9090, 1.1200], [1.7194, -4.9425, 1.3278], [2.4804, -3.8656, 0.9164], [1.8800, -2.7723, 0.2940], [2.9748, -1.3728, 0.0755], [4.6012, -1.9562, -0.4146], [5.6586, -2.0111, 0.4869], [6.8523, -2.5893, 0.0944], [6.9757, -3.1474, -1.1681], [5.9056, -3.1247, -2.0531], [4.7191, -2.5217, -1.6836], [2.8979, -0.3919, 1.6025], [1.7045, -0.4784, 2.3253], [1.5441, 0.2624, 3.4852], [2.5698, 1.0835, 3.9309], [3.7504, 1.1740, 3.2074], [3.9229, 0.4404, 2.0442], [-2.2215, -1.7958, -0.6961], [-2.7595, -2.9477, -1.2613], [-4.0384, -3.3697, -0.9427], [-4.8068, -2.6495, -0.0407], [-4.3195, -1.4654, 0.4780], [-3.0332, -1.0451, 0.1536], [-2.5396, 0.6655, 0.5068], [-2.8964, 1.0274, 2.2461], [-2.8069, 2.3438, 2.7019], [-3.0396, 2.6340, 4.0329], [-3.3635, 1.6164, 4.9169], [-3.4444, 0.3081, 4.4688], [-3.1949, 0.0045, 3.1419], [-3.8982, 1.4220, -0.4641], [-4.3002, 0.7703, -1.6325], [-5.4371, 1.1768, -2.3042], [-6.1563, 2.2733, -1.8578], [-5.7409, 2.9462, -0.7229], [-4.6316, 2.5138, -0.0132], [2.7781, 4.7218, -6.5102], [4.1147, 4.3728, -4.4726], [3.2728, 3.0101, -2.6536], [-0.3266, 2.3089, -4.8835], [0.5279, 3.7070, -6.6814], [-2.0284, 0.8544, -3.9559], [-3.9153, 2.4039, -4.2636], [-4.0947, 4.4368, -2.8885], [-2.3048, 5.0206, -1.2908], [-0.2877, 3.6325, -1.1552], [1.1276, 0.5219, -5.3100], [1.0748, -1.6427, -6.4530], [0.5652, -3.7039, -5.1814], [-0.0273, -3.5630, -2.8064], [-1.2957, -3.8407, 0.3300], [-0.2624, -5.7348, 1.4449], [2.1759, -5.7844, 1.8223], [3.5479, -3.8610, 1.0832], [5.5504, -1.6214, 1.4869], [7.6796, -2.6125, 0.7865], [7.9094, -3.5997, -1.4625], [5.9965, -3.5848, -3.0248], [3.8755, -2.4903, -2.3578], [0.9267, -1.1612, 2.0028], [0.6148, 0.1963, 4.0310], [2.4478, 1.6580, 4.8362], [4.5394, 1.8217, 3.5554], [4.8416, 0.5256, 1.4814], [-2.1746, -3.5140, -1.9678], [-4.4319, -4.2681, -1.3898], [-5.7886, -2.9938, 0.2391], [-4.9307, -0.8584, 1.1299], [-2.5159, 3.1341, 2.0225], [-2.9806, 3.6557, 4.3758], [-3.5417, 1.8467, 5.9554], [-3.6994, -0.4821, 5.1566], [-3.2101, -1.0249, 2.8132], [-3.7369, -0.0704, -2.0098], [-5.7636, 0.6345, -3.1782], [-7.0372, 2.5994, -2.3886], [-6.3026, 3.7998, -0.3764], [-4.3658, 3.0184, 0.9025], [3.5874, 0.5776, -2.5907], [2.5734, 0.7064, -1.6880], [2.2609, -0.5833, -1.1158], [2.8303, 1.7193, -0.6382], [4.0155, 2.4440, -0.5218], [4.0986, 3.4354, 0.4404], [3.0226, 3.6360, 1.2951], [1.8857, 2.8679, 1.1246], [1.7768, 1.9504, 0.1579], [0.6806, 2.9635, 2.0659], [0.6734, 3.7670, 2.9688], [-0.2288, 2.1046, 1.8024], [3.2900, 0.1012, -3.3806], [4.8399, 2.2317, -1.1856], [4.9911, 4.0330, 0.5372], [3.0328, 4.3789, 2.0762]], "spin_multiplicity": 2, "energy_ha": -4099.2156, "total_charge": 2}

---

2.
{"formula": "C23H32ClN6O3Zr", "method": "ωB97M-V with the def2-TZVPD basis set", "species": ["Zr", "C", "N", "C", "C", "N", "C", "C", "C", "C", "C", "C", "N", "C", "N", "C", "C", "N", "C", "C", "N", "C", "C", "H", "H", "H", "H", "H", "H", "H", "H", "H", "H", "H", "H", "H", "H", "H", "H", "H", "H", "H", "H", "H", "H", "H", "H", "H", "H", "H", "H", "O", "Cl", "C", "C", "C", "C", "C", "C", "C", "O", "O", "H", "H", "H", "H"], "positions_angstrom": [[0.4718, 0.5761, 0.3616], [1.5030, 2.2587, -2.3062], [0.1642, 2.2372, -2.9007], [-0.3667, 3.5639, -3.2009], [-0.6942, 1.1993, -2.5273], [-0.2595, 0.3162, -1.6770], [-0.9627, -0.8733, -1.2411], [-1.2862, -1.7513, -2.3076], [-1.8948, -2.9943, -2.1275], [-2.1587, -3.4442, -0.8491], [-1.8031, -2.6531, 0.2429], [-1.2246, -1.3627, 0.1196], [-0.8290, -0.8152, 1.4014], [-1.6450, -0.4761, 2.3558], [-3.0295, -0.4840, 2.3721], [-3.7897, -0.0071, 1.2318], [-3.7090, -1.4896, 3.1817], [-1.1061, -0.0530, 3.5736], [0.3522, -0.0708, 3.7121], [-1.7491, 1.0270, 4.3179], [-1.9214, 1.2795, -3.1624], [-1.9951, 0.9952, -4.5911], [-3.1580, 1.0725, -2.4328], [2.1494, 2.9773, -2.8218], [1.9919, 1.2821, -2.3950], [1.4514, 2.5390, -1.2485], [0.4341, 4.2628, -3.4673], [-0.8955, 3.9706, -2.3325], [-1.0504, 3.5428, -4.0548], [-1.0206, -1.4567, -3.3198], [-2.1208, -3.6172, -2.9883], [-2.5967, -4.4253, -0.6888], [-1.9462, -3.0620, 1.2409], [-3.2714, 0.8227, 0.7441], [-4.7614, 0.3750, 1.5632], [-3.9764, -0.8009, 0.5032], [-3.1327, -1.7545, 4.0748], [-3.8763, -2.4041, 2.6039], [-4.6802, -1.1126, 3.5190], [0.7654, -1.0390, 3.4082], [0.6472, 0.0800, 4.7563], [0.8091, 0.7200, 3.1073], [-2.7883, 0.7911, 4.5661], [-1.7267, 1.9559, 3.7382], [-1.2391, 1.2078, 5.2707], [-1.0328, 1.1505, -5.0911], [-2.7266, 1.6548, -5.0693], [-2.3015, -0.0410, -4.7666], [-3.0683, 1.4427, -1.4086], [-3.4526, 0.0199, -2.4143], [-3.9698, 1.6366, -2.9051], [0.2461, 2.2756, 0.9467], [9.0893, -1.0812, 0.0001], [7.4164, -0.9415, 0.3886], [6.5609, -0.2622, -0.4754], [5.2047, -0.1502, -0.1585], [4.6896, -0.7139, 1.0215], [5.5733, -1.3944, 1.8768], [6.9303, -1.5089, 1.5639], [3.2159, -0.5909, 1.3637], [2.8283, -1.1278, 2.4486], [2.4824, 0.0396, 0.5390], [6.9328, 0.1822, -1.3927], [4.5296, 0.3798, -0.8294], [5.1859, -1.8356, 2.7944], [7.5911, -2.0395, 2.2415]], "total_charge": 1, "relative_energy_kcal_mol": 76.1}

---

3.
{"formula": "AgH18O9", "method": "ωB97M-V with the def2-TZVPD basis set", "species": ["Ag", "O", "H", "H", "O", "H", "H", "O", "H", "H", "O", "H", "H", "O", "H", "H", "O", "H", "H", "O", "H", "H", "O", "H", "H", "O", "H", "H"], "positions_angstrom": [[0.1037, -0.1405, 0.1654], [-2.0647, -0.1084, -1.0531], [-1.4585, 0.4923, -1.5571], [-2.7376, 0.4870, -0.7423], [2.0341, -0.6765, -1.0050], [2.4182, -1.5880, -0.9388], [2.6778, -0.0281, -1.1311], [-2.4450, 2.3680, 0.5847], [-2.4538, 3.2948, 0.2292], [-1.4953, 2.2406, 0.7943], [-1.2956, -0.7305, 1.8198], [-1.2457, -0.1825, 2.6503], [-1.4424, -1.6177, 2.0849], [0.4147, -1.4655, -3.0350], [0.4864, -2.3909, -3.1278], [0.9994, -1.1907, -2.3404], [0.0072, -2.6125, -0.0964], [0.1930, -2.9882, 0.7664], [0.4200, -3.2104, -0.6814], [0.1141, 1.2685, -1.7751], [0.5566, 1.3267, -2.6214], [-0.0979, 2.1884, -1.6526], [1.5788, -0.0239, 2.3852], [2.3856, -0.3843, 2.0410], [1.2507, -0.7347, 2.9763], [0.1083, 2.0109, 1.4578], [0.7631, 1.5393, 1.9483], [0.2245, 2.8569, 1.8538]], "total_charge": 1, "relative_energy_kcal_mol": 11.1}